Entry 1:
ORCA calculation (ωB97M-V with the def2-TZVPD basis set) on 2 unconnected molecules or ions with the total composition C2H3OP at a distorted geometry.

The lowest unoccupied orbital energy comes out at 0.015 Eh. As for the energy relative to the best compared isomer or geometry (same formula, charge and spin): 208.2 kJ/mol. The calculation puts the orbital gap at 10.59 eV. For the HOMO energy, the calculation gives -10.18 eV. The SMILES is C#P.C=O.

Last column: natural (NBO) charge in e.
Positions of all 7 atoms, in Å:
1 C -1.94938 0.39427 -0.01403  -0.766
2 C 1.54800 -0.38611 -0.00054  0.305
3 O 2.08549 0.44584 0.60854  -0.477
4 P -3.10863 1.21055 -0.61227  0.565
5 H -1.11043 0.00177 0.49519  0.195
6 H 0.44415 -0.47149 -0.07188  0.082
7 H 2.09080 -1.19483 -0.40501  0.097

Forces on atoms 1 to 6 (eV/Å):
C -1.1 1.1 -0.3
C -2.3 -1.8 -0.5
O 1.4 2.9 1.7
P 0.6 -0.6 0.2
H 0.1 -0.4 0.2
H 0.3 0.2 -0.3

=====

Entry 2:
ORCA calculation (ωB97M-V with the def2-TZVPD basis set) on C6H9N in the gas phase.

The lowest unoccupied orbital energy comes out at 0.030 Eh. As for the energy relative to the best compared isomer or geometry (same formula, charge and spin): 229.1 kJ/mol. The calculation puts the orbital gap at 9.53 eV. For the HOMO energy, the calculation gives -8.72 eV. The SMILES is [H]/N=C(\C)C=C=CC.

Last column: natural (NBO) charge in e.
Positions of all 16 atoms, in Å:
1 C 1.80414 -2.33846 -0.55701  -0.626
2 C 0.71342 -1.95473 0.40368  -0.277
3 C -0.22791 -1.07476 0.25090  0.210
4 C -1.09379 -0.09299 0.26496  -0.406
5 C -0.54177 1.27958 0.20352  0.288
6 C -1.54922 2.39254 0.10402  -0.680
7 N 0.71965 1.42019 0.06466  -0.636
8 H 2.78226 -1.97511 -0.20968  0.228
9 H 1.87435 -3.42466 -0.64476  0.215
10 H 1.63198 -1.89903 -1.54256  0.224
11 H 0.55948 -2.47930 1.33792  0.231
12 H -2.16400 -0.27252 0.19091  0.228
13 H -1.89299 2.46040 -0.93592  0.232
14 H -2.42579 2.20998 0.73221  0.221
15 H -1.09154 3.34513 0.38040  0.221
16 H 0.95389 2.40598 -0.04881  0.328

Forces on atoms 1 to 6 (eV/Å):
C -0.1 -0.1 -0.1
C -0.4 -0.1 -0.1
C 0.0 -0.2 0.0
C 0.1 -0.1 -0.2
C 0.2 0.1 -0.1
C 0.0 0.2 0.0

=====

Entry 3:
ORCA calculation (ωB97M-V with the def2-TZVPD basis set) on a molecular structure, C4H6O.

The lowest unoccupied orbital energy comes out at 0.043 Eh. As for the energy relative to the best compared isomer or geometry (same formula, charge and spin): 179.0 kJ/mol. The calculation puts the orbital gap at 10.44 eV. For the HOMO energy, the calculation gives -9.28 eV.

Last column: natural (NBO) charge in e.
Positions of all 11 atoms, in Å:
1 C 0.74521 0.96997 -0.35751  -0.456
2 C -0.07938 0.27657 0.67941  -0.298
3 C -1.20613 -0.53869 0.01870  -0.060
4 O -0.28053 -1.28031 -0.80126  -0.514
5 C 0.77792 -0.53844 -0.24308  0.114
6 H 1.72968 1.30670 -0.04022  0.220
7 H 0.28102 1.64853 -1.07109  0.219
8 H -0.03994 0.44570 1.74761  0.217
9 H -1.95661 -0.06159 -0.62109  0.178
10 H -1.69232 -1.18110 0.76007  0.183
11 H 1.72109 -1.04734 -0.07153  0.197

Forces on atoms 1 to 6 (eV/Å):
C 0.1 0.0 -0.1
C -0.2 -0.1 0.4
C -0.3 0.2 0.1
O 0.0 0.1 -0.2
C 0.5 0.0 0.0
H -0.3 0.3 0.3

=====

Entry 4:
ORCA calculation (ωB97M-V with the def2-TZVPD basis set) on a molecular structure, C29H38NOsS.

The lowest unoccupied orbital energy comes out at 0.103 Eh. As for the energy relative to the best compared isomer or geometry (same formula, charge and spin): 0.0 kJ/mol. The calculation puts the orbital gap at 5.35 eV. For the HOMO energy, the calculation gives -2.56 eV. As for the charge: -1.

Last column: natural (NBO) charge in e.
Positions of all 70 atoms, in Å:
1 Os 0.10095 0.41164 -0.51337  0.289
2 C -0.81538 -1.34596 0.40357  -0.355
3 C -0.18423 -0.55410 1.44234  -0.082
4 C 1.26364 -0.62035 1.20086  -0.009
5 C 1.43953 -1.36225 -0.00995  -0.363
6 C 0.17437 -1.77148 -0.53345  -0.067
7 C -0.03468 -2.71553 -1.69488  -0.061
8 C 1.00601 -2.45878 -2.78737  -0.602
9 C -1.42699 -2.50700 -2.29568  -0.602
10 C 0.10095 -4.15300 -1.18024  -0.593
11 C 2.47434 -0.14104 2.00938  -0.095
12 C 2.59387 1.39174 2.14902  -0.609
13 C 2.48276 -0.81393 3.39662  -0.594
14 C 3.76931 -0.63454 1.33762  -0.590
15 C -1.01035 -0.04507 2.61999  -0.065
16 C -0.47930 1.24110 3.25134  -0.603
17 C -1.10853 -1.15842 3.67513  -0.597
18 C -2.43431 0.28635 2.15722  -0.601
19 H -1.85275 -1.63028 0.37559  0.223
20 H 2.38566 -1.57563 -0.47804  0.225
21 H 0.95614 -1.41680 -3.10804  0.236
22 H 0.82114 -3.10835 -3.64701  0.192
23 H 2.01750 -2.66023 -2.42777  0.194
24 H -1.55555 -1.46425 -2.59294  0.242
25 H -2.21184 -2.75115 -1.57696  0.199
26 H -1.56357 -3.14931 -3.17009  0.191
27 H 1.09700 -4.31974 -0.76434  0.202
28 H -0.06178 -4.87126 -1.98874  0.193
29 H -0.63018 -4.34777 -0.39299  0.205
30 H 2.19927 1.74977 3.09773  0.201
31 H 2.05686 1.90251 1.34818  0.242
32 H 3.64386 1.69134 2.10614  0.195
33 H 1.64932 -0.49827 4.01610  0.203
34 H 3.40469 -0.55873 3.92756  0.194
35 H 2.43630 -1.90045 3.29622  0.205
36 H 3.93080 -0.16962 0.36550  0.203
37 H 3.76394 -1.71803 1.21204  0.204
38 H 4.61892 -0.37152 1.97167  0.197
39 H 0.44605 1.09448 3.79577  0.193
40 H -1.21431 1.62350 3.96450  0.194
41 H -0.31812 1.99340 2.47797  0.235
42 H -0.13128 -1.44048 4.06969  0.202
43 H -1.55832 -2.05007 3.23377  0.206
44 H -1.73641 -0.83752 4.51135  0.193
45 H -2.40199 1.02181 1.35182  0.245
46 H -2.99915 0.70356 2.99591  0.192
47 H -2.97245 -0.59654 1.81370  0.194
48 S -0.79944 3.21513 -1.80437  0.309
49 C 0.87946 3.11265 -1.61583  -0.012
50 C 1.72825 4.19433 -1.89565  -0.240
51 C 3.08840 4.03835 -1.84143  -0.231
52 C 3.58621 2.75791 -1.52453  -0.293
53 C 2.70693 1.75511 -1.23724  0.037
54 N 1.35035 1.90586 -1.19555  -0.469
55 H 1.28105 5.14185 -2.16797  0.214
56 H 3.75346 4.86168 -2.06573  0.202
57 H 4.64804 2.55049 -1.51879  0.206
58 H 3.04418 0.75472 -1.01179  0.203
59 C -1.25955 1.55015 -1.31410  -0.560
60 C -2.64650 1.31573 -1.76219  0.049
61 C -3.44679 0.32580 -1.16679  -0.247
62 C -4.73207 0.04989 -1.59602  -0.218
63 C -5.29772 0.74956 -2.65467  -0.271
64 C -4.53154 1.72764 -3.27090  -0.218
65 C -3.24382 2.00192 -2.84008  -0.269
66 H -3.02529 -0.23899 -0.35326  0.220
67 H -5.30328 -0.72523 -1.09619  0.194
68 H -6.30345 0.53242 -2.99316  0.193
69 H -4.93633 2.28038 -4.11170  0.193
70 H -2.67229 2.74889 -3.37451  0.206

Forces on atoms 1 to 6 (eV/Å):
Os 0.4 -0.1 0.7
C 0.0 0.0 0.1
C 0.3 -0.1 -0.4
C -0.4 0.1 -0.4
C -0.2 0.1 0.0
C 0.0 0.0 0.0

=====

Entry 5:
ORCA calculation (ωB97M-V with the def2-TZVPD basis set) on a molecular structure, C20H21BrF4GdN5O4S2 at a distorted geometry.

The lowest unoccupied orbital energy (alpha / beta) comes out at -0.046 / 0.005 Eh. As for the energy relative to the best compared isomer or geometry (same formula, charge and spin): 0.0 kJ/mol. The calculation puts the orbital gap (alpha / beta) at 6.28 / 7.72 eV. For the HOMO energy (alpha / beta), the calculation gives -7.55 / -7.59 eV. The expectation value of S² is 15.85. As for the spin multiplicity: 8.

Last column: Löwdin charge in e.
Positions of all 58 atoms, in Å:
1 Gd 0.25390 0.08174 -0.68582  1.472
2 C -0.09191 3.46672 0.06898  -0.088
3 N -1.00377 2.32633 0.19920  -0.324
4 C -2.20479 2.58765 -0.60321  -0.086
5 C -1.37798 2.13357 1.60829  -0.208
6 C -1.81029 0.71519 1.91996  -0.231
7 N -0.74438 -0.18550 1.51691  -0.114
8 C -0.47080 -1.31459 2.23236  -0.196
9 C 0.67948 -2.06061 1.91277  -0.171
10 F 1.42559 -1.66059 0.84609  -0.036
11 C 1.11668 -3.16901 2.59517  -0.228
12 F 2.24482 -3.76745 2.18325  0.091
13 C 0.41246 -3.66889 3.67284  0.053
14 C -0.75199 -3.00098 3.98879  -0.224
15 F -1.51579 -3.44510 4.99847  0.090
16 C -1.19608 -1.88741 3.30005  -0.142
17 F -2.38594 -1.37107 3.67143  0.071
18 H -0.56230 4.38688 0.44228  0.098
19 H 0.18532 3.59689 -0.97415  0.083
20 H 0.81587 3.27881 0.64332  0.076
21 H -2.90389 1.75586 -0.52506  0.088
22 H -1.94063 2.69907 -1.64968  0.081
23 H -2.69921 3.50106 -0.24451  0.097
24 H -2.16380 2.85152 1.88673  0.128
25 H -0.50496 2.37416 2.21647  0.099
26 H -2.76394 0.48857 1.42357  0.114
27 H -2.01564 0.66607 2.98975  0.115
28 H 0.73759 -4.53858 4.22236  0.131
29 O 5.71206 0.98002 3.35751  0.090
30 C 4.58387 0.95742 2.61389  -0.301
31 C 3.33164 1.29139 3.11951  0.018
32 C 2.25392 1.23705 2.26212  -0.116
33 N 2.34187 0.89816 0.97016  -0.035
34 C 3.54662 0.54715 0.53649  -0.720
35 Br 3.59180 -0.10041 -1.22330  0.873
36 C 4.70400 0.56357 1.29073  -0.022
37 H 5.50213 1.24325 4.26147  0.117
38 H 3.19173 1.57677 4.15381  0.121
39 H 1.26031 1.46536 2.62222  0.098
40 H 5.65582 0.26620 0.87911  0.122
41 N -2.19710 -5.71280 -2.76956  0.124
42 C -1.70413 -4.57451 -2.19019  -0.306
43 C -2.53477 -3.48972 -1.89956  0.002
44 C -1.98529 -2.37647 -1.30347  -0.128
45 N -0.69808 -2.27077 -0.97235  -0.076
46 C 0.09236 -3.31166 -1.25456  -0.167
47 C -0.35302 -4.47148 -1.84142  0.001
48 H -3.09489 -5.67270 -3.21852  0.100
49 H -1.54462 -6.36358 -3.16962  0.100
50 H -3.58806 -3.50463 -2.14474  0.115
51 H -2.61291 -1.51979 -1.08398  0.116
52 H 1.14121 -3.20019 -1.00696  0.111
53 H 0.34120 -5.27618 -2.04327  0.116
54 O 0.95616 1.60208 -2.16069  -0.603
55 S 0.09553 0.89894 -3.20529  0.052
56 O -0.16111 1.71570 -4.34957  -0.330
57 O -1.15715 0.55414 -2.38036  -0.563
58 S 0.97953 -0.86581 -3.49567  0.252

Forces on atoms 1 to 6 (eV/Å):
Gd -0.2 -0.9 2.5
C 0.0 0.0 0.0
N 0.1 -0.2 -0.1
C -0.1 0.1 0.1
C 0.0 0.2 0.0
C 0.0 0.0 0.1

=====

Entry 6:
ORCA calculation (ωB97M-V with the def2-TZVPD basis set) on 2 unconnected molecules or ions with the total composition C3H9NO2S2 at a distorted geometry.

The lowest unoccupied orbital energy comes out at 0.003 Eh. As for the energy relative to the best compared isomer or geometry (same formula, charge and spin): 308.1 kJ/mol. The calculation puts the orbital gap at 8.72 eV. For the HOMO energy, the calculation gives -8.63 eV. The SMILES is N[C@H](C=O)CSS.O.

Last column: natural (NBO) charge in e.
Positions of all 17 atoms, in Å:
1 N 0.92642 -0.49278 -0.67227  -0.870
2 C 0.74114 -0.95581 0.79496  -0.180
3 C 1.07391 -2.44490 0.70819  0.418
4 O 0.44930 -3.21882 1.45008  -0.521
5 C -0.71034 -0.54778 1.15684  -0.534
6 S -0.62127 1.03541 2.15624  0.119
7 S -0.83937 2.24501 0.45730  -0.234
8 H -0.03330 -0.86166 -1.04412  0.350
9 H 1.12111 0.54334 -0.82064  0.401
10 H 1.53940 -0.40740 1.46473  0.245
11 H 1.80171 -2.77847 0.07514  0.145
12 H -1.07911 -1.08719 2.03307  0.244
13 H -1.53625 -0.72123 0.43290  0.242
14 H -0.08540 3.45126 0.57309  0.172
15 H -1.32009 2.27796 -2.23692  0.480
16 H -0.67664 1.59580 -3.50620  0.470
17 O -0.75123 2.36727 -3.02240  -0.949

Forces on atoms 1 to 6 (eV/Å):
N -1.3 -0.6 0.4
C 1.2 2.0 -2.4
C -4.4 0.0 4.8
O 1.4 1.0 -1.7
C 0.8 -0.3 3.1
S -0.5 0.1 -1.6

=====

Entry 7:
ORCA calculation (ωB97M-V with the def2-TZVPD basis set) on C2HClN2O2 in the gas phase at a distorted geometry.

The lowest unoccupied orbital energy (alpha / beta) comes out at -0.027 / -0.102 Eh. As for the energy relative to the best compared isomer or geometry (same formula, charge and spin): 0.0 kJ/mol. The calculation puts the orbital gap (alpha / beta) at 7.93 / 8.11 eV. For the HOMO energy (alpha / beta), the calculation gives -8.68 / -10.89 eV. The expectation value of S² is 2.01. As for the spin multiplicity: 3.

Last column: natural (NBO) charge in e.
Positions of all 8 atoms, in Å:
1 C 0.15127 0.92894 0.29837  0.580
2 C 0.49134 0.05738 -0.81181  -0.297
3 N -0.54140 0.18434 1.39528  -0.302
4 N -0.75966 -0.98777 1.27904  0.370
5 O 0.31935 2.09224 0.47698  -0.417
6 O -0.52677 -1.72079 0.34284  -0.277
7 Cl -0.42904 0.11332 -2.22130  0.109
8 H 1.29491 -0.66766 -0.75940  0.235

Forces on atoms 1 to 6 (eV/Å):
C -0.8 -0.2 1.5
C 1.1 0.5 -1.6
N 0.1 2.7 1.9
N 0.4 -0.7 -1.8
O 0.1 -0.4 -0.7
O -0.7 -2.1 0.6

=====

In eV, the electronic energy values for the records above are, in order, -13455.6008 -7855.7847 -6290.0631 -45483.6933 -160141.1054 -30510.1708 -21681.8199.